Entry 1:
DFT (wB97M-V/def2-TZVPD) results for one molecule with the formula C4H6N2OS.

Last column: Löwdin charge in e.
Positions of all 14 atoms, in Å:
1 C -2.583 -0.484 0.182  -0.021
2 C -1.164 -0.384 0.379  -0.284
3 N -0.552 0.792 -0.294  0.035
4 C 0.730 0.783 -0.203  -0.388
5 N 1.694 1.762 -0.695  0.053
6 C 1.608 -0.628 0.259  -0.579
7 O 2.602 -0.650 1.112  -0.057
8 S 1.028 -1.998 -0.743  0.892
9 H -3.198 -1.221 0.899  0.077
10 H -3.220 0.490 -0.179  0.098
11 H -0.399 -1.225 0.807  0.087
12 H 1.046 2.701 -0.640  0.160
13 H 2.506 1.598 0.065  0.137
14 H -0.099 -1.537 -0.950  -0.209

Atomic forces in eV per Å
1.36 1.11 3.05
-3.07 0.25 -1.40
1.54 -1.53 1.61
1.83 -1.38 -0.44
-2.57 0.00 3.38
3.03 1.51 2.85
-5.40 0.20 -4.92
4.85 -1.69 0.93
1.54 1.41 -2.14
1.99 -2.71 0.58
-2.92 2.41 -0.26
2.88 -2.45 0.02
-2.11 1.49 -2.19
-2.97 1.39 -1.07

Calculated values
Charge: 0
Spin multiplicity: 1
E_HOMO (hartree): -0.3362
Energy above the lowest of the compared OMol25 structures with the same formula, charge and spin (kJ/mol): 561.24
Calculated total energy (a.u.): -738.790914
Frontier orbital gap (eV): 8.85
LUMO energy (eV): -0.3

---

Entry 2:
DFT (wB97M-V/def2-TZVPD) results for C23H45FO25S7 as an isolated structure.

Last column: Löwdin charge in e.
Positions of all 101 atoms, in Å:
1 F 15.869 14.308 10.707  0.049
2 C 15.078 13.949 9.684  -0.320
3 C 13.823 14.397 9.630  -0.019
4 C 13.034 14.044 8.503  -0.055
5 C 13.536 13.221 7.525  -0.082
6 C 14.824 12.666 7.663  -0.073
7 C 15.578 13.058 8.741  -0.034
8 H 13.386 15.055 10.363  0.089
9 H 12.073 14.531 8.343  0.104
10 H 12.948 12.987 6.658  0.105
11 H 15.312 12.046 6.823  0.144
12 H 16.635 12.813 8.851  0.127
13 C 9.997 14.562 10.656  -0.185
14 C 9.055 15.386 11.530  -0.118
15 O 8.518 14.408 12.488  -0.194
16 S 8.487 13.002 11.698  0.558
17 O 7.484 13.106 10.700  -0.197
18 O 8.662 11.954 12.614  -0.199
19 O 9.809 13.218 10.956  -0.179
20 H 11.044 14.758 10.914  0.092
21 H 9.892 14.825 9.599  0.138
22 H 8.186 15.739 10.944  0.131
23 H 9.510 16.237 12.094  0.133
24 C 9.861 12.597 17.102  -0.187
25 C 9.658 13.712 16.107  -0.049
26 O 10.032 13.007 14.806  -0.244
27 S 10.750 11.611 15.009  0.571
28 O 12.041 11.643 14.449  -0.212
29 O 9.841 10.573 14.788  -0.193
30 O 10.931 11.835 16.601  -0.184
31 H 8.983 11.940 17.097  0.134
32 H 10.045 12.854 18.122  0.126
33 H 10.412 14.501 16.126  0.104
34 H 8.691 14.175 15.972  0.134
35 C 14.041 17.570 18.015  -0.165
36 C 14.662 17.344 19.350  -0.178
37 O 13.849 16.351 20.027  -0.184
38 S 13.407 15.268 18.943  0.634
39 O 12.044 14.938 19.225  -0.223
40 O 14.439 14.290 18.793  -0.224
41 O 13.576 16.247 17.626  -0.221
42 H 14.681 17.957 17.178  0.154
43 H 13.190 18.255 18.211  0.129
44 H 14.659 18.251 19.963  0.141
45 H 15.700 16.960 19.242  0.143
46 C 13.909 13.740 13.169  -0.127
47 C 14.325 14.633 14.370  -0.071
48 O 13.757 15.932 13.964  -0.217
49 S 12.347 15.745 13.295  0.539
50 O 12.373 16.505 12.090  -0.221
51 O 11.464 15.694 14.385  -0.190
52 O 12.629 14.269 12.883  -0.211
53 H 13.834 12.661 13.358  0.104
54 H 14.565 13.918 12.333  0.096
55 H 15.347 14.845 14.645  0.133
56 H 13.864 14.250 15.263  0.117
57 O 8.522 20.545 18.506  -0.290
58 S 8.642 21.311 17.296  0.622
59 O 9.268 22.618 17.247  -0.289
60 O 9.258 20.295 16.124  -0.278
61 C 10.722 20.039 16.359  -0.262
62 C 11.109 18.997 15.381  -0.092
63 C 7.008 21.444 16.621  -0.126
64 H 10.833 19.716 17.422  0.117
65 H 11.314 20.960 16.268  0.119
66 H 12.210 18.875 15.308  0.090
67 H 10.760 19.261 14.359  0.096
68 H 10.571 18.071 15.635  0.083
69 H 6.386 22.009 17.302  0.074
70 H 6.639 20.422 16.510  0.075
71 H 7.130 21.940 15.656  0.074
72 O 11.650 10.388 8.611  -0.279
73 S 11.453 9.452 9.657  0.572
74 O 11.197 8.062 9.478  -0.269
75 O 12.791 9.420 10.527  -0.274
76 C 13.704 10.632 10.405  -0.210
77 C 14.601 10.567 11.612  -0.061
78 C 10.262 10.067 10.845  -0.107
79 H 13.076 11.518 10.346  0.102
80 H 14.202 10.461 9.424  0.120
81 H 15.169 9.638 11.737  0.090
82 H 13.893 10.719 12.469  0.082
83 H 15.362 11.335 11.524  0.068
84 H 10.594 10.804 11.532  0.034
85 H 9.988 9.208 11.428  0.073
86 H 9.373 10.432 10.338  0.072
87 O 18.116 18.206 8.671  -0.256
88 S 16.977 18.994 8.452  0.447
89 O 16.393 18.898 7.178  -0.247
90 O 15.891 18.706 9.417  -0.231
91 C 15.912 17.857 10.586  -0.199
92 C 16.003 18.653 11.917  -0.034
93 C 17.442 20.679 8.793  -0.108
94 H 16.647 17.100 10.512  0.096
95 H 14.934 17.338 10.551  0.121
96 H 15.939 17.996 12.760  0.064
97 H 15.125 19.323 11.818  0.090
98 H 16.856 19.309 11.961  0.066
99 H 17.938 20.757 9.745  0.062
100 H 16.576 21.293 8.834  0.056
101 H 18.087 20.997 7.985  0.073

Atomic forces in eV per Å
0.58 0.24 0.38
0.77 -1.27 -0.38
-2.59 0.66 -0.99
0.43 0.53 0.35
0.49 -0.64 0.05
0.38 -0.16 -1.53
1.28 0.25 0.26
0.20 0.16 0.22
0.10 -0.28 0.25
-0.19 -0.07 -0.22
-1.04 0.93 1.59
-0.27 -0.28 -0.12
1.89 1.87 -0.30
-1.34 0.13 0.54
0.40 0.03 -0.29
-0.90 1.77 0.32
-0.97 -0.64 0.20
-0.65 -0.73 0.23
1.70 -0.98 -0.70
-0.26 0.06 -0.10
-0.34 -0.47 0.07
0.50 0.04 0.26
-0.26 -0.95 -0.44
-1.60 -0.73 -0.27
1.81 -0.29 -1.79
-0.58 0.53 0.33
-0.75 2.52 2.39
0.86 -0.29 -0.72
-0.58 -1.35 -0.47
1.19 -0.59 -0.35
-0.15 0.18 0.05
0.44 0.52 0.45
-0.09 -0.09 0.49
-0.36 -0.44 0.09
-1.11 0.15 -0.64
1.89 -0.06 0.85
0.04 0.49 -0.79
0.43 0.45 -0.43
0.95 0.06 -0.59
-0.83 0.09 0.14
-0.53 -0.11 0.77
-0.43 -0.42 1.06
0.11 -0.48 -0.72
0.01 -0.34 -0.05
-0.59 0.13 0.27
1.28 0.45 0.86
-0.82 0.09 -0.52
1.39 0.29 0.57
3.77 -1.77 0.28
-1.48 0.80 0.57
-2.36 1.14 -0.13
-1.59 -1.42 -1.14
-0.17 0.62 0.25
0.12 0.03 -0.31
0.45 -0.22 -0.65
-0.63 0.15 0.49
0.70 0.49 -0.10
-0.63 -0.32 -0.97
-0.07 -1.50 0.19
1.02 1.43 1.54
-0.74 0.71 1.06
-0.16 -0.72 -1.13
0.63 -0.39 -0.61
-0.14 -0.01 -0.75
-0.52 -0.01 -0.24
-0.66 -0.18 0.30
0.24 0.08 0.59
0.64 0.05 -0.12
0.05 0.16 0.16
-0.03 0.22 -0.04
-0.29 -0.05 0.11
-0.27 0.44 -1.07
0.70 -0.47 2.30
-0.54 0.06 -0.74
0.51 1.43 -0.04
-0.34 -2.18 -1.08
-0.79 0.14 0.49
-0.43 -0.77 -0.69
0.15 0.13 0.12
-0.17 0.44 0.81
-0.54 -0.02 -0.22
1.12 -0.13 -0.32
-0.07 0.48 0.26
0.82 0.74 0.18
-0.15 -0.44 0.23
0.06 -0.04 -0.28
1.82 -1.38 1.11
2.29 1.56 -2.09
-0.93 0.57 -1.66
-2.88 -0.49 3.11
-1.03 -0.04 1.16
-1.24 0.77 -2.40
-0.06 -0.54 -0.14
1.06 -0.51 -0.42
0.47 0.36 0.02
-0.11 -0.29 0.44
0.31 -0.28 0.79
0.60 -0.07 0.07
0.35 -0.23 0.29
-0.87 0.51 -0.18
0.15 -0.01 -0.09

Calculated values
Charge: 0
Spin multiplicity: 1
E_HOMO (hartree): -0.3579
Energy above the lowest of the compared OMol25 structures with the same formula, charge and spin (kJ/mol): 0.00
Calculated total energy (a.u.): -5671.353584
Frontier orbital gap (eV): 9.57
LUMO energy (eV): -0.2

---

Entry 3:
DFT (wB97M-V/def2-TZVPD) results for C50H60BrCsGeIN4O9S3Se as an isolated structure.

Last column: Löwdin charge in e.
Positions of all 131 atoms, in Å:
1 Cs -15.290 -19.241 -1.661  0.970
2 N -14.962 -22.120 -2.604  -0.361
3 S -15.533 -23.029 -1.659  0.721
4 N -16.048 -24.499 -2.213  -0.353
5 S -17.148 -25.109 -3.087  0.888
6 N -18.061 -24.481 -4.163  -0.377
7 S -17.853 -23.072 -4.970  0.779
8 N -17.943 -21.780 -4.284  -0.272
9 C -19.188 -23.390 -6.095  -0.299
10 C -19.719 -24.632 -6.379  -0.080
11 C -20.684 -24.717 -7.362  -0.089
12 C -21.169 -23.576 -7.963  -0.084
13 C -20.647 -22.343 -7.625  -0.065
14 C -19.683 -22.213 -6.644  -0.052
15 C -16.305 -23.292 -5.841  -0.298
16 C -15.318 -22.393 -5.512  -0.085
17 C -14.085 -22.502 -6.130  -0.062
18 C -13.824 -23.486 -7.076  -0.061
19 C -14.879 -24.341 -7.443  -0.090
20 C -16.075 -24.296 -6.774  -0.089
21 C -18.315 -25.991 -2.094  -0.296
22 C -17.753 -26.591 -0.976  -0.075
23 C -18.502 -27.287 -0.083  -0.070
24 C -19.895 -27.389 -0.202  -0.048
25 C -20.484 -26.655 -1.256  -0.063
26 C -19.717 -25.996 -2.249  -0.038
27 C -16.308 -26.408 -4.042  -0.281
28 C -15.026 -26.125 -4.306  -0.099
29 C -14.388 -26.912 -5.225  -0.084
30 C -15.070 -27.860 -5.959  -0.069
31 C -16.470 -28.035 -5.772  -0.060
32 C -17.092 -27.341 -4.749  -0.060
33 C -16.862 -22.423 -0.600  -0.304
34 C -16.822 -22.582 0.754  -0.068
35 C -17.929 -22.156 1.486  -0.048
36 C -18.957 -21.503 0.817  -0.062
37 C -18.952 -21.238 -0.579  -0.055
38 C -17.884 -21.710 -1.289  -0.111
39 C -14.300 -23.517 -0.503  -0.330
40 C -13.668 -22.429 0.048  -0.089
41 C -12.585 -22.508 0.891  -0.015
42 C -12.118 -23.810 1.118  -0.053
43 C -12.760 -24.919 0.574  -0.087
44 C -13.913 -24.804 -0.174  -0.073
45 H -19.326 -25.532 -5.865  0.103
46 H -21.131 -25.672 -7.617  0.105
47 H -21.927 -23.680 -8.739  0.107
48 H -20.871 -21.396 -8.102  0.112
49 H -19.286 -21.256 -6.399  0.092
50 H -15.440 -21.549 -4.780  0.104
51 H -13.305 -21.754 -5.866  0.117
52 H -12.815 -23.540 -7.478  0.105
53 H -14.693 -25.090 -8.221  0.108
54 H -16.949 -24.833 -7.061  0.101
55 H -16.674 -26.422 -0.820  0.111
56 H -18.095 -27.753 0.757  0.092
57 H -20.484 -28.002 0.427  0.092
58 H -21.631 -26.612 -1.401  0.132
59 H -20.172 -25.520 -3.103  0.100
60 H -14.500 -25.291 -3.826  0.131
61 H -13.292 -26.748 -5.432  0.138
62 H -14.535 -28.430 -6.693  0.098
63 H -17.029 -28.669 -6.488  0.115
64 H -18.154 -27.392 -4.557  0.106
65 H -15.977 -23.119 1.164  0.116
66 H -17.986 -22.286 2.570  0.115
67 H -19.810 -21.154 1.327  0.088
68 H -19.821 -20.707 -0.979  0.114
69 H -17.827 -21.541 -2.367  0.043
70 H -14.072 -21.431 -0.099  0.061
71 H -12.242 -21.610 1.367  0.083
72 H -11.260 -23.880 1.733  0.090
73 H -12.315 -25.929 0.700  0.111
74 H -14.432 -25.652 -0.531  0.078
75 O -15.122 -20.066 1.271  -0.148
76 C -14.159 -19.453 1.781  -0.582
77 O -13.101 -19.944 2.233  -0.032
78 C -14.301 -17.839 1.725  -0.595
79 O -13.760 -17.081 2.539  -0.004
80 O -15.021 -17.394 0.766  -0.220
81 O -17.338 -18.494 0.758  -0.157
82 H -16.659 -19.184 0.955  -0.028
83 H -16.832 -17.685 0.864  -0.020
84 O -14.821 -15.443 -8.439  -0.136
85 H -14.495 -15.870 -7.642  -0.033
86 H -15.289 -14.686 -8.047  -0.043
87 O -15.682 -14.889 2.474  -0.101
88 H -16.490 -15.355 2.325  -0.005
89 H -15.042 -15.612 2.171  0.015
90 C -19.692 -19.345 -4.367  -0.183
91 O -18.384 -19.243 -4.870  -0.196
92 H -19.709 -18.997 -3.375  0.056
93 H -20.025 -20.389 -4.426  0.062
94 H -20.235 -18.669 -5.004  0.073
95 H -18.033 -20.134 -4.677  -0.029
96 O -12.449 -21.483 -3.410  -0.148
97 H -13.250 -21.928 -3.030  -0.044
98 H -12.247 -20.839 -2.700  -0.063
99 Br -14.242 -13.328 -6.036  0.745
100 C -14.804 -13.400 -4.201  -0.685
101 C -14.330 -12.403 -3.363  -0.143
102 C -14.567 -12.556 -2.036  -0.108
103 C -15.271 -13.644 -1.568  -0.070
104 C -15.749 -14.666 -2.375  -0.140
105 C -15.559 -14.475 -3.721  -0.741
106 I -16.196 -16.034 -4.952  0.979
107 H -13.695 -11.581 -3.718  0.112
108 H -14.211 -11.843 -1.322  0.109
109 H -15.380 -13.761 -0.511  0.103
110 H -16.272 -15.531 -1.999  0.098
111 C -10.293 -14.932 -1.942  -0.228
112 Ge -11.239 -15.586 -0.336  0.763
113 C -12.473 -14.119 0.188  -0.179
114 C -9.913 -15.787 1.098  -0.216
115 C -12.279 -17.086 -0.886  -0.653
116 Se -11.277 -18.573 -1.566  0.869
117 C -10.555 -19.192 0.137  -0.386
118 H -9.714 -14.005 -1.730  0.025
119 H -10.805 -14.739 -2.861  0.003
120 H -9.474 -15.602 -2.162  -0.003
121 H -11.977 -13.669 1.011  -0.003
122 H -13.393 -14.548 0.561  0.006
123 H -12.522 -13.444 -0.695  0.015
124 H -9.602 -14.790 1.439  0.016
125 H -8.982 -16.298 0.752  0.020
126 H -10.343 -16.404 1.916  0.036
127 H -12.935 -16.914 -1.743  0.003
128 H -12.963 -17.507 -0.150  -0.023
129 H -11.399 -19.016 0.896  0.043
130 H -9.691 -18.556 0.371  -0.004
131 H -10.292 -20.267 0.035  0.024

Atomic forces in eV per Å
-0.10 0.35 0.13
-0.23 0.93 -1.00
-0.23 0.40 0.92
-1.09 -1.22 -0.54
0.47 -0.31 -0.39
0.05 0.07 0.89
0.03 1.82 1.29
0.15 -1.63 -0.86
0.31 0.62 0.17
0.73 -0.83 0.08
-0.64 -0.50 0.36
-0.22 0.15 -0.77
0.16 1.02 0.07
-0.05 -1.42 -0.67
-0.01 -0.14 0.16
0.21 1.62 0.75
1.23 0.57 -0.07
-0.69 0.23 0.44
1.36 -0.63 -0.34
-0.67 1.07 -0.14
-1.12 0.00 0.85
1.56 0.73 -0.48
-1.96 -0.44 0.13
0.66 1.74 -2.27
-1.55 -0.18 -0.79
0.81 -0.48 0.90
-2.16 0.49 0.71
1.60 0.67 0.48
2.25 -0.60 -1.28
-1.02 0.17 0.36
0.61 -0.26 -0.44
0.58 0.59 -0.13
-0.46 0.53 -1.82
-0.26 -0.74 0.27
-0.37 0.50 0.01
0.46 -0.09 -0.99
-0.08 -0.47 1.87
0.65 -0.30 -0.27
-0.30 -0.89 0.46
-0.19 1.68 -0.09
-0.35 -1.87 -0.21
-0.40 0.93 -0.35
0.94 -1.12 0.50
0.51 0.98 -0.19
-0.31 0.74 -0.47
0.14 -0.01 0.01
0.15 0.17 0.16
-0.70 -0.30 -0.29
0.37 0.47 0.27
-0.30 -1.28 -0.82
-0.58 -0.79 -0.09
-0.33 -0.17 -0.28
-0.24 0.21 0.27
-0.22 -0.94 -0.33
-0.62 -0.37 0.04
1.04 -0.63 1.08
-0.43 -0.26 0.72
2.07 -0.25 0.40
-0.08 0.17 0.04
-0.29 -0.40 -0.06
-1.35 -0.17 0.25
0.02 -0.20 -0.31
0.33 0.29 0.81
-0.05 -0.17 -0.01
-0.18 0.20 0.43
0.13 0.04 -0.42
-0.74 0.30 0.90
0.59 -0.14 -0.23
0.14 -0.26 0.32
0.00 -0.25 -0.11
0.28 0.13 0.19
0.80 -0.58 0.48
-0.42 0.78 0.20
-0.38 -0.76 -0.45
-0.68 -0.61 -0.36
1.26 1.18 0.45
-0.66 0.53 -0.25
-0.37 0.33 -0.09
0.40 -0.63 0.22
0.44 -0.32 -0.29
-0.97 -0.88 -0.24
-0.12 0.50 0.20
0.49 0.07 0.01
-0.30 0.47 0.16
0.15 -0.27 0.05
0.09 -0.33 -0.38
1.52 -0.69 -0.62
-1.07 -0.27 -0.06
-0.37 1.03 0.72
0.39 -0.04 -1.37
0.67 -0.21 -0.14
-0.37 0.38 1.57
-0.34 0.30 0.07
-1.03 0.08 -0.04
0.59 -0.05 -0.12
-0.14 0.18 0.86
0.26 0.25 -0.52
0.14 -0.25 -0.58
-0.16 0.23 0.48
-0.01 -0.14 -0.68
0.63 0.12 -1.08
-0.58 -0.01 0.91
-0.18 -0.82 0.88
0.07 1.30 0.15
0.69 -0.42 -1.23
-0.18 -0.16 -0.09
-0.45 -0.44 -0.07
0.18 0.31 0.21
-0.14 0.00 0.59
0.01 0.03 0.20
1.53 0.61 0.79
-0.16 1.71 -0.29
0.72 -0.79 -1.11
0.52 -1.00 -0.07
-0.88 -1.29 -0.23
0.60 -0.85 -0.36
-0.98 0.31 0.79
-0.61 -0.20 0.21
-0.78 -0.09 -0.42
0.09 -0.61 -0.24
0.36 0.86 0.75
-0.45 0.18 -0.25
-0.35 -0.43 0.90
-0.31 -0.25 0.08
-0.70 0.28 0.13
0.27 0.61 -0.31
0.08 0.80 0.01
0.19 0.39 0.24
1.37 -0.61 -0.85
-0.20 -0.50 0.09
-0.16 0.79 0.22

Calculated values
Charge: -1
Spin multiplicity: 1
E_HOMO (hartree): -0.1833
Energy above the lowest of the compared OMol25 structures with the same formula, charge and spin (kJ/mol): 79.84
Calculated total energy (a.u.): -11401.979758
Frontier orbital gap (eV): 6.20
LUMO energy (eV): 1.2